# 1
Molecular formula: C19H19HfO3
Method: DFT, wB97M-V/def2-TZVPD

Results
ΔE to the lowest compared entry with this formula, charge and spin = 0.09 kcal per mole
Molecular weight = 473.85 g mol⁻¹
Strongest force on any atom = 0.0806 Eh/bohr
Total charge = +1
Energy = -1008.8751 Ha

Geometry (Å):
Hf: 0.315 -1.576 0.766
O: 0.511 -3.934 1.752
O: 1.154 0.171 0.264
O: 2.038 -2.438 1.374
C: -1.116 -3.420 -0.404
C: 0.724 -2.576 -1.611
C: -0.918 4.908 -1.858
C: 0.548 3.516 -3.230
C: 0.190 -3.711 -0.922
C: 1.851 1.488 0.355
C: -0.170 -1.377 3.074
C: -1.148 -2.309 2.703
C: -0.572 4.097 -0.732
C: 0.248 2.974 -0.890
C: 0.864 2.729 -2.150
C: 0.759 2.463 0.255
C: -2.046 -1.635 1.838
C: -1.640 -0.263 1.682
C: -0.476 -0.111 2.456
C: 1.713 -3.621 1.822
C: -0.298 4.606 -3.107
C: -1.471 -2.123 -0.873
C: -0.258 -1.506 -1.493
H: -3.004 -2.029 1.457
H: -0.501 5.266 -3.978
H: -1.537 5.847 -1.698
H: 2.538 1.763 -0.510
H: 1.108 3.334 -4.133
H: 0.195 2.764 1.106
H: 2.685 -4.099 2.174
H: -1.038 4.188 0.286
H: 0.679 -4.708 -0.871
H: 1.402 1.828 -2.242
H: 2.187 1.705 1.317
H: -2.492 -1.654 -0.931
H: 0.088 0.783 2.708
H: 0.541 -1.568 3.832
H: -1.718 -4.081 0.199
H: -2.138 0.593 1.274
H: 1.703 -2.484 -2.175
H: -0.168 -0.467 -1.957
H: -1.332 -3.333 3.071

Force components x, y, z for each atom (eV/Å):
-1.801 -1.089 -0.829
2.248 -0.952 0.651
2.308 3.417 -0.435
1.413 -0.475 0.510
0.687 1.094 -1.720
-0.297 0.492 0.207
0.626 0.223 1.176
1.239 -0.574 0.176
0.464 0.088 -0.536
-1.637 -1.502 -2.147
-0.753 1.174 0.478
-1.875 0.358 -0.145
-2.383 1.048 -0.730
1.049 1.056 -1.327
-1.610 0.353 -0.139
-1.294 -1.130 -0.225
-0.915 0.678 0.306
0.578 -0.884 1.115
0.254 -0.579 1.987
0.533 1.055 -0.483
-1.264 1.319 0.870
0.840 1.069 -1.327
-1.465 -0.802 -1.437
0.952 0.093 0.090
0.179 -0.625 0.735
0.777 -1.531 -0.434
-0.229 -1.215 1.424
-0.321 -0.019 -0.411
0.015 0.006 1.092
-1.790 -0.597 0.000
0.466 0.550 -1.213
-0.339 1.079 0.256
0.983 -0.665 -0.330
1.777 -0.505 1.575
1.435 -0.503 0.617
-0.225 -0.113 -0.323
0.882 0.060 0.365
-0.008 -0.015 -0.123
-0.358 -0.167 -0.683
-1.347 -0.246 1.108
-0.356 -1.858 0.671
0.560 0.837 -0.412

***

# 2
Molecular formula: C5H6F3N3O
Method: DFT, wB97M-V/def2-TZVPD

Results
ΔE to the lowest compared entry with this formula, charge and spin = 24.05 kcal per mole
Molecular weight = 181.12 g mol⁻¹
Strongest force on any atom = 0.0948 Eh/bohr
Total charge = 0
Energy = -733.1011 Ha

Geometry (Å):
F: 0.729 0.740 -3.118
F: 2.709 1.042 -2.459
F: 1.761 -0.878 -2.218
O: -1.436 -1.221 0.034
N: 0.271 2.103 0.738
N: -0.776 -0.024 1.972
N: 1.082 0.652 -0.863
C: -1.173 -0.539 0.991
C: 1.504 0.423 -2.121
C: 0.948 1.802 -0.312
C: -0.577 -2.058 -0.728
C: -0.025 1.688 1.889
H: 0.706 1.429 2.593
H: -0.819 2.108 2.546
H: 0.024 -2.728 -0.131
H: 0.196 -1.373 -1.226
H: -1.183 -2.589 -1.410
H: 1.231 2.649 -0.894

Force components x, y, z for each atom (eV/Å):
-1.873 0.496 -1.217
-0.145 0.018 0.378
0.523 -1.426 -0.710
-2.715 -1.159 -2.145
-0.807 1.280 -0.227
-1.487 -1.146 -1.430
-1.171 -1.451 1.538
2.658 1.254 3.890
2.833 0.929 0.526
0.060 0.505 -1.833
3.213 1.354 -0.970
-0.751 0.902 2.530
1.721 -0.777 0.603
-0.148 0.031 -1.380
-0.269 -0.218 0.657
-1.657 -1.257 0.656
-0.688 -0.359 -0.606
0.704 1.024 -0.261

***

# 3
Molecular formula: C11H26NO5PS2
Method: DFT, wB97M-V/def2-TZVPD

Results
ΔE to the lowest compared entry with this formula, charge and spin = 128.67 kcal per mole
Molecular weight = 347.44 g mol⁻¹
SMILES string = CCCN[C@H]1OS(=O)(=O)C[C@H](O)[C@@H]1[PH2]=S.CCOCC
Strongest force on any atom = 0.1718 Eh/bohr
Total charge = 0
Energy = -2003.1602 Ha

Geometry (Å):
S: -1.974 -3.397 2.205
S: 1.328 0.819 -0.517
P: -1.030 -3.416 0.460
O: 0.742 -1.458 2.657
O: 2.772 1.431 -0.456
O: 0.475 1.828 -1.377
O: -2.489 3.508 0.665
O: 1.395 -0.638 -1.399
N: 1.639 -3.129 -1.174
C: -0.162 -1.742 0.214
C: -3.483 4.453 1.052
C: 4.139 -3.436 0.577
C: -1.942 4.490 -1.522
C: 2.954 -3.141 -1.911
C: 0.541 0.689 1.175
C: -2.358 3.261 -0.733
C: -4.892 4.028 0.679
C: -0.015 -0.820 1.562
C: 4.252 -3.634 -1.043
C: 1.339 -1.825 -0.481
H: -1.123 -0.647 1.972
H: -1.062 4.961 -1.073
H: 3.248 -2.139 -2.439
H: -0.839 -1.117 -0.544
H: 5.040 -4.035 1.072
H: -5.093 3.007 1.021
H: 4.549 -4.748 -1.349
H: -3.279 2.825 -1.133
H: -1.580 2.498 -0.840
H: -5.627 4.703 1.126
H: -1.710 4.219 -2.557
H: 1.638 -3.953 -0.536
H: -5.039 4.044 -0.405
H: -2.097 -3.509 -0.539
H: -0.343 1.483 1.202
H: -3.421 4.537 2.142
H: 1.358 1.013 1.965
H: 0.783 -2.451 2.493
H: 2.100 -1.549 0.395
H: -2.739 5.239 -1.543
H: 2.831 -3.939 -2.792
H: -3.247 5.443 0.650
H: 4.267 -2.305 0.931
H: 5.175 -2.968 -1.403
H: -0.173 -4.570 0.501
H: 3.152 -3.910 1.050

Force components x, y, z for each atom (eV/Å):
0.399 -0.129 -0.507
2.809 7.066 -4.494
-1.806 0.871 1.758
-0.191 -0.324 -2.307
-4.896 -3.435 0.735
2.159 -4.688 3.226
0.006 -0.045 0.218
-0.436 -0.105 2.168
0.661 1.900 -0.179
1.217 1.164 -1.214
0.023 -0.176 0.103
0.652 -0.580 0.549
-0.163 0.212 0.020
1.231 -1.062 -1.397
-0.256 -0.766 1.696
0.199 -0.053 -0.069
-0.081 -0.057 -0.282
-2.088 -0.268 0.259
0.988 0.472 -0.142
-0.021 0.326 2.276
2.419 -0.423 -0.907
-0.042 -0.169 -0.079
-1.168 -1.731 1.294
1.312 -1.491 1.533
-1.938 1.306 -1.037
0.043 0.153 0.051
-0.843 2.346 0.968
-0.097 0.098 -0.022
-0.169 0.192 0.193
0.094 -0.073 -0.033
0.005 -0.004 0.151
-0.137 1.353 -0.395
-0.047 0.043 0.097
1.619 -0.151 0.139
1.929 -1.736 -0.496
0.193 -0.122 -0.155
-1.500 -0.738 -1.882
-0.412 1.899 0.373
-1.298 -0.829 -1.793
0.044 -0.038 -0.079
0.203 1.825 1.863
-0.045 -0.002 -0.077
-0.485 -2.482 -0.950
-1.974 -1.494 0.794
-0.182 0.805 -0.896
2.071 1.140 -1.070

***

# 4
Molecular formula: C24H29N4O5PtS
Method: DFT, wB97M-V/def2-TZVPD

Results
ΔE to the lowest compared entry with this formula, charge and spin = 8.05 kcal per mole
Molecular weight = 680.66 g mol⁻¹
Strongest force on any atom = 0.0154 Eh/bohr
Total charge = +1
Energy = -2044.4895 Ha

Geometry (Å):
Pt: -0.161 -0.182 -0.174
S: 0.938 0.139 -3.054
O: -0.731 2.266 -0.356
O: -1.187 0.351 1.574
O: 1.225 1.380 -2.369
O: 1.310 1.417 1.049
O: 1.898 -0.411 -3.962
N: -0.558 -2.077 0.084
N: 2.670 3.158 0.571
N: 0.608 -0.902 -1.865
N: -2.356 1.752 2.869
C: -1.155 -2.586 1.142
C: 1.511 2.503 0.497
C: -2.155 -0.492 -5.522
C: 1.064 -3.078 -2.996
C: -0.110 -2.909 -0.912
C: -3.012 0.573 -5.255
C: -2.341 0.810 3.984
C: -0.276 -4.300 -0.842
C: -1.406 1.420 -3.654
C: 0.553 -2.285 -1.995
C: -3.196 2.924 3.080
C: -1.732 2.496 0.611
C: 0.391 3.139 -0.307
C: -1.376 -3.966 1.269
C: -1.725 1.466 1.736
C: -0.939 -0.612 -4.871
C: 0.245 -5.087 -1.893
C: -2.615 1.529 -4.322
C: 3.771 2.508 1.279
C: 0.896 -4.476 -2.929
C: -0.948 -4.815 0.288
C: 2.925 4.354 -0.226
C: -0.576 0.344 -3.930
C: -4.342 0.682 -5.945
H: 3.931 4.700 -0.013
H: -2.803 3.522 3.903
H: 3.417 2.116 2.229
H: -3.338 0.399 4.143
H: -3.264 3.543 2.193
H: 2.857 4.146 -1.295
H: -1.643 0.008 3.779
H: -2.029 1.338 4.886
H: -1.112 -5.882 0.369
H: -1.637 3.506 1.009
H: -1.467 -1.887 1.901
H: 0.133 -6.162 -1.858
H: 0.111 4.106 0.120
H: -2.436 -1.229 -6.264
H: 1.601 -2.630 -3.819
H: -4.203 2.598 3.339
H: -1.094 2.161 -2.932
H: 4.175 1.680 0.695
H: -2.700 2.412 0.106
H: -5.130 0.253 -5.322
H: -4.343 0.145 -6.893
H: -0.265 -1.425 -5.106
H: -1.886 -4.333 2.148
H: 2.234 5.158 0.029
H: 4.551 3.242 1.459
H: -3.257 2.380 -4.131
H: 1.315 -5.080 -3.723
H: -4.604 1.722 -6.138
H: 0.711 3.286 -1.334

Force components x, y, z for each atom (eV/Å):
-0.695 0.044 0.377
0.140 0.325 -0.123
0.084 -0.143 0.029
0.176 0.025 -0.067
-0.058 -0.067 -0.074
0.169 0.242 -0.113
0.017 -0.082 0.043
-0.074 -0.549 -0.143
0.021 -0.011 -0.008
0.370 0.226 0.355
0.019 -0.034 -0.022
-0.022 -0.026 -0.065
0.061 -0.078 0.002
0.007 -0.002 -0.001
-0.065 -0.081 -0.022
0.090 0.055 -0.029
-0.002 -0.012 0.001
-0.012 -0.026 -0.002
-0.013 -0.020 -0.003
-0.012 -0.044 -0.007
-0.105 0.071 -0.019
0.041 0.032 0.036
-0.056 -0.062 -0.005
0.038 0.083 -0.111
-0.015 0.043 0.028
-0.050 0.083 -0.048
-0.002 0.032 -0.022
-0.021 -0.021 0.007
0.003 0.035 0.006
-0.017 -0.008 -0.018
0.029 0.018 -0.003
0.027 -0.013 -0.034
-0.017 -0.023 -0.015
-0.009 -0.033 -0.018
0.005 0.006 0.004
-0.006 0.017 0.008
0.008 0.005 -0.007
-0.006 -0.003 -0.003
-0.001 -0.007 -0.012
-0.009 -0.002 -0.003
0.015 -0.015 -0.002
0.022 0.012 0.012
-0.018 0.005 0.003
0.018 -0.001 0.007
-0.011 -0.014 0.021
-0.029 0.024 0.013
-0.002 -0.001 0.002
-0.037 -0.023 0.003
-0.002 -0.006 0.007
0.009 -0.049 0.027
0.005 -0.006 0.004
-0.024 0.009 0.003
0.010 0.009 -0.010
0.011 0.030 0.011
-0.003 0.000 -0.005
0.004 0.003 -0.003
-0.007 0.007 -0.004
0.011 0.006 0.009
-0.007 0.000 -0.001
0.003 -0.002 0.010
-0.002 -0.010 0.015
-0.017 0.005 -0.014
0.003 0.000 -0.002
0.010 0.023 -0.002

***

# 5
Molecular formula: C7H9BO4
Method: DFT, wB97M-V/def2-TZVPD

Results
ΔE to the lowest compared entry with this formula, charge and spin = 51.78 kcal per mole
Molecular weight = 167.96 g mol⁻¹
Strongest force on any atom = 0.1466 Eh/bohr
Total charge = 0
2S+1 = 3
Energy = -597.8059 Ha

Geometry (Å):
O: -2.239 -1.238 -1.552
O: -1.413 1.351 1.568
O: -1.341 -0.966 1.961
O: -3.028 0.915 -0.798
C: 1.325 1.013 0.662
C: 0.879 -1.022 -0.288
C: 0.364 -0.007 0.437
C: 3.078 -0.136 -0.483
C: -1.030 0.075 0.979
C: 2.243 -1.201 -0.631
C: 2.554 1.007 0.088
B: -2.267 -0.180 -0.710
H: 3.191 1.980 0.308
H: -3.653 1.010 -1.553
H: 0.243 -1.953 -0.404
H: 4.109 -0.147 -0.822
H: -1.986 -0.586 2.608
H: 0.987 1.866 1.289
H: -2.724 -1.297 -2.366
H: 2.624 -2.148 -1.099
H: -1.918 1.664 0.806

Force components x, y, z for each atom (eV/Å):
1.232 0.079 1.515
0.396 -2.489 -1.849
-0.498 1.522 -1.541
-0.470 1.014 -0.214
-0.741 2.972 0.297
1.011 -7.064 -2.429
-3.214 2.795 2.514
1.837 -0.359 -1.058
2.604 -0.234 2.615
-1.766 -1.096 -0.539
0.514 3.992 2.474
-0.271 -1.333 -0.013
-1.088 -2.353 -0.595
0.580 -0.169 0.465
0.690 1.230 -0.132
-0.110 -0.133 0.039
0.469 -0.212 -0.985
0.474 -0.518 -0.631
-0.579 0.311 -0.751
-0.731 0.998 0.575
-0.336 1.047 0.242

***

# 6
Molecular formula: C2H4OS3
Method: DFT, wB97M-V/def2-TZVPD

Results
ΔE to the lowest compared entry with this formula, charge and spin = 50.10 kcal per mole
Molecular weight = 140.25 g mol⁻¹
SMILES string = S=CSS.C=O
Strongest force on any atom = 0.1105 Eh/bohr
Total charge = 0
Energy = -1348.3285 Ha

Geometry (Å):
S: 3.600 0.745 0.604
S: 2.681 -1.144 0.161
S: 0.694 0.776 -0.948
O: -3.487 0.739 0.941
C: 1.210 -0.744 -0.657
C: -2.881 0.202 0.060
H: -3.211 -0.834 -0.359
H: 2.567 1.256 1.531
H: -1.967 0.571 -0.320
H: 0.793 -1.567 -1.013

Force components x, y, z for each atom (eV/Å):
-2.279 -0.480 1.201
0.608 1.076 0.593
-0.222 -0.865 0.044
-0.221 0.173 0.032
2.476 4.960 1.243
-1.361 -2.214 0.282
0.254 1.329 0.406
1.695 -0.971 -1.583
1.244 0.713 -0.704
-2.194 -3.721 -1.514